1.
Here is a 8-piece molecular cluster, C5H26N2O10 overall in a non-equilibrium geometry from the Open Molecules 2025 dataset. Energies are from the ωB97M-V functional and the def2-TZVPD basis.

Geometry (Å):
1 C -21.3707 -17.0221 -5.3468
2 C -22.1595 -17.3803 -6.5863
3 O -21.3087 -18.0093 -7.5377
4 O -21.0318 -18.1451 -4.5181
5 H -21.9189 -16.3156 -4.7236
6 H -20.4754 -16.5162 -5.7081
7 H -22.5743 -16.5252 -7.1200
8 H -22.9036 -18.1096 -6.2664
9 H -20.9886 -18.8420 -7.1830
10 H -20.2999 -17.8047 -3.9984
11 C -23.2452 -10.4666 5.7200
12 C -21.8935 -11.1294 5.4242
13 O -20.8055 -10.6627 6.2421
14 O -23.1022 -9.0687 5.7307
15 H -23.7640 -10.8322 6.6061
16 H -23.9279 -10.6165 4.8836
17 H -21.5771 -10.9204 4.4024
18 H -22.0079 -12.2118 5.4821
19 H -20.0329 -11.1335 5.9211
20 H -23.8540 -8.7093 5.2541
21 C -25.1501 -10.1741 -0.7079
22 O -25.5743 -11.3295 -0.7229
23 N -23.9574 -9.8810 -0.2524
24 N -25.8235 -9.1988 -1.2945
25 H -23.5433 -9.0381 -0.6243
26 H -23.3936 -10.6967 -0.0606
27 H -26.7567 -9.4140 -1.6154
28 H -25.4523 -8.2594 -1.2920
29 O -16.2996 -14.0836 5.3199
30 H -15.7347 -13.9746 6.0849
31 H -15.7072 -14.0093 4.5717
32 O -16.7307 -16.8811 -0.7746
33 H -16.1442 -16.6106 -0.0682
34 H -16.2234 -17.5186 -1.2770
35 O -19.1590 -12.9864 -0.2347
36 H -18.6058 -13.7665 -0.2765
37 H -18.6556 -12.3630 0.2889
38 O -16.5222 -8.4376 0.0239
39 H -15.8719 -7.7380 -0.0385
40 H -17.3541 -8.0109 -0.1810
41 O -13.0941 -10.9593 -1.8790
42 H -13.7594 -10.4422 -1.4249
43 H -12.7845 -10.3879 -2.5818

Cartesian forces, eV/Å:
C -0.1 0.9 0.1
C 0.7 -1.3 0.4
O 0.1 0.1 -0.5
O 0.0 0.3 -0.9
H -0.3 0.2 -0.1
H 0.3 0.0 0.1
H -0.1 0.0 0.5
H -0.6 0.2 -0.2
H 0.0 0.0 0.2
H 0.1 -0.4 0.3
C 0.2 0.1 -0.8
C 0.3 0.2 -0.2
O -0.9 -0.2 0.2
O 0.2 0.9 0.4
H 0.4 -0.1 0.3
H 0.1 -1.1 -0.2
H -0.5 0.2 -0.3
H -0.1 -0.2 0.3
H 0.1 0.0 0.1
H 0.1 0.2 0.1
C -1.7 -3.3 -1.3
O -0.2 0.1 0.6
N 2.6 1.0 1.2
N -1.1 2.0 -0.7
H 0.4 -0.4 0.3
H 0.2 0.4 -0.1
H 0.3 0.3 0.1
H -0.6 -0.1 -0.1
O -0.2 0.0 0.0
H 0.1 0.0 0.2
H 0.1 0.0 -0.2
O -0.2 0.1 0.0
H 0.1 0.1 0.2
H 0.1 -0.2 -0.2
O -0.2 0.1 -0.1
H 0.1 -0.3 -0.1
H 0.1 0.2 0.1
O 0.1 -0.3 0.0
H 0.2 0.2 0.0
H -0.2 0.1 -0.1
O 0.1 -0.2 0.1
H -0.2 0.1 0.2
H 0.1 0.1 -0.2

Summary:
Spin multiplicity   1
Highest occupied orbital energy   -9.7 eV
Gap between HOMO and LUMO   9.8557 eV

***

2.
Here is a 7-piece molecular cluster, C5H26N2O6 overall in a non-equilibrium geometry from the Open Molecules 2025 dataset. Energies are from the ωB97M-V functional and the def2-TZVPD basis.

Geometry (Å):
1 N 0.3503 -2.6961 0.5189
2 C 0.9024 -1.3739 0.1013
3 C 0.4328 -1.2606 -1.4535
4 C -0.9137 -0.5375 -1.6174
5 C -0.6875 0.5532 -2.7470
6 C 2.3452 -0.9670 0.4235
7 N 2.3215 -0.5837 1.8965
8 H 0.0966 -2.8333 1.4239
9 H 0.8145 -3.5389 0.2116
10 H 0.3598 -0.6121 0.6453
11 H 1.2638 -0.6814 -1.9032
12 H 0.5409 -2.1681 -1.9839
13 H -1.2972 0.0890 -0.8786
14 H -1.5084 -1.3436 -1.9385
15 H -0.0963 1.2842 -2.4224
16 H -0.0786 0.1675 -3.6550
17 H -1.6600 1.0409 -3.1187
18 H 3.0669 -1.8664 0.3839
19 H 2.6401 -0.0418 -0.2722
20 H 2.0054 -1.3506 2.6000
21 H 3.0466 0.0557 2.2131
22 H 0.2120 -0.3276 3.7631
23 H -1.1505 0.1727 3.2364
24 O -0.7289 -0.5516 3.6718
25 H -3.5941 0.9626 0.2392
26 H -2.7854 0.8097 1.5494
27 O -2.7237 0.8661 0.5811
28 H 1.5706 2.6635 -0.1980
29 H 1.9146 2.3332 -1.7434
30 O 1.3751 2.0805 -1.0697
31 H 0.0501 2.2226 1.5438
32 H 1.2070 1.3024 1.5445
33 O 0.9863 2.2519 1.6281
34 H -2.2028 -2.4971 0.3474
35 H -3.1121 -1.5567 -0.4076
36 O -3.1133 -2.2981 0.1285
37 H -0.1328 3.2587 -0.5022
38 H -0.9778 3.2338 -1.7796
39 O -0.7392 3.7378 -0.9605

Cartesian forces, eV/Å:
N 1.0 0.8 -2.4
C -1.4 -1.2 -2.1
C 2.6 2.6 2.8
C 2.7 0.6 -3.4
C -2.8 -3.4 -3.2
C 1.1 -0.6 0.9
N -1.1 -0.4 0.3
H -0.7 0.1 3.3
H 0.3 0.3 -0.4
H -0.6 0.0 0.0
H -0.5 0.3 0.0
H -0.5 -1.4 -0.2
H -0.4 0.0 2.0
H -1.8 -0.4 -0.4
H 2.2 2.9 1.8
H -1.4 0.2 1.2
H 1.2 -0.9 0.4
H -0.9 1.5 -0.8
H -0.5 -2.1 1.8
H 1.3 1.9 -2.0
H 0.0 -0.8 0.1
H -0.5 0.2 -0.2
H -0.1 0.8 -0.4
O 0.7 -0.9 0.5
H -1.2 0.2 -0.2
H -0.4 -0.1 -0.7
O 1.4 0.0 1.0
H -0.2 -2.1 -2.8
H 2.5 1.5 -2.8
O -1.4 0.3 5.9
H -1.5 0.3 -0.1
H 0.4 0.1 0.2
O 1.1 -0.4 0.0
H 0.5 0.1 -0.1
H 0.3 2.3 -1.5
O -0.6 -2.4 1.7
H 2.5 -2.3 1.5
H 0.6 0.5 1.4
O -3.7 2.2 -3.0

Summary:
Spin multiplicity   1
Highest occupied orbital energy   -9.2 eV
Gap between HOMO and LUMO   9.3806 eV

***

3.
Here is a 8-piece molecular cluster, C5H26N2O8 overall in a non-equilibrium geometry from the Open Molecules 2025 dataset. Energies are from the ωB97M-V functional and the def2-TZVPD basis.

Geometry (Å):
1 C -0.3215 0.1838 -1.1403
2 N -1.5241 0.4194 -0.3457
3 C -2.1593 1.6172 -0.3677
4 O -1.8624 2.4549 -1.1912
5 C 0.4992 -0.9604 -0.5929
6 C 1.1884 -1.7810 -1.6849
7 C 1.7332 -3.1397 -1.2031
8 N 1.4136 -0.3859 0.4577
9 H -0.6389 0.2143 -2.1861
10 H 0.3649 1.0767 -1.1680
11 H -1.6540 -0.2318 0.4134
12 H -2.9341 1.7420 0.4086
13 H -0.1301 -1.5690 0.0742
14 H 2.0456 -1.2342 -2.1893
15 H 0.5454 -1.8686 -2.5748
16 H 2.3349 -3.6742 -1.9427
17 H 0.8432 -3.8031 -1.1987
18 H 2.3186 -3.1211 -0.3219
19 H 1.5421 0.6359 0.3490
20 H 2.3448 -0.7853 0.5852
21 H -1.0985 1.4181 2.2455
22 H -1.0225 3.0510 2.1850
23 O -0.6241 2.2242 2.4579
24 H -0.2722 -1.8304 2.9789
25 H 0.4275 -3.1505 2.6632
26 O -0.4466 -2.7552 2.7740
27 H 0.0367 4.2971 -2.6237
28 H -0.0628 3.1406 -1.5698
29 O 0.4510 3.8953 -1.8593
30 H 3.5705 2.6757 -0.5785
31 H 2.0839 2.8513 -0.7629
32 O 2.7550 2.1670 -0.6548
33 H -1.2414 0.0200 -4.0848
34 H -2.2676 -0.4197 -3.1563
35 O -1.5578 -0.8086 -3.6897
36 H -3.7752 -0.9796 3.1544
37 H -2.9347 -1.1323 1.9095
38 O -3.4395 -0.4759 2.4029
39 H 0.8805 0.6032 3.6112
40 H 1.7124 -0.5108 4.1051
41 O 0.8758 -0.0702 4.3113

Cartesian forces, eV/Å:
C 0.1 2.3 0.0
N 1.1 -0.7 0.6
C -0.1 0.0 0.0
O -0.1 0.2 0.1
C -0.4 0.4 0.8
C 2.6 -0.1 -1.0
C -2.0 -0.7 -2.0
N 0.7 0.5 -2.9
H 0.6 -1.2 0.2
H -0.6 -0.3 0.5
H -0.5 0.3 0.1
H 0.0 -0.1 -0.2
H -0.2 -0.7 -0.5
H -0.8 0.1 1.1
H -0.5 -0.2 0.8
H 0.2 0.6 -0.2
H 0.5 0.1 1.0
H 0.2 0.0 1.2
H -0.2 0.2 0.7
H -0.2 -0.6 0.4
H -0.8 0.6 -0.1
H -0.6 -0.3 -0.2
O 1.4 -0.5 0.3
H 0.1 0.1 0.5
H -0.2 -0.1 0.2
O 0.1 0.2 -0.6
H -0.3 -0.2 0.0
H -0.9 0.2 -0.4
O 1.2 0.0 0.5
H 0.1 -0.2 0.0
H -0.2 0.3 -0.3
O -0.2 -0.2 0.3
H 0.2 -0.5 -0.6
H -0.3 -0.7 0.0
O -0.2 1.0 0.1
H 0.0 0.2 0.1
H -0.2 -0.2 0.1
O 0.4 0.0 -0.2
H -0.4 0.4 0.5
H 0.0 -0.2 0.6
O 0.4 -0.1 -1.2

Summary:
<S²>   0.754
Spin multiplicity   2
Highest occupied orbital energy (alpha / beta)   -14.0 / -13.9 eV
Charge   +1
Gap between HOMO and LUMO (alpha / beta)   10.8107 / 5.4894 eV

***

4.
Here is a 7-piece molecular cluster, C5H27N2O6S overall in a non-equilibrium geometry from the Open Molecules 2025 dataset. Energies are from the ωB97M-V functional and the def2-TZVPD basis.

Geometry (Å):
1 C -0.9682 -2.2955 -0.8990
2 N 0.2199 -1.4230 -0.7649
3 C 1.2387 -2.0381 0.1126
4 C 2.4260 -1.0700 0.2604
5 C 2.1187 0.1133 1.1621
6 S 2.9312 1.6798 0.6253
7 C -1.9346 -1.7105 -1.9731
8 N -2.5201 -0.4087 -1.4619
9 H -0.6650 -3.2920 -1.1797
10 H -1.5053 -2.4465 0.1340
11 H -0.0493 -0.5260 -0.4192
12 H 1.5667 -2.9598 -0.3626
13 H 0.8078 -2.3756 1.0899
14 H 3.3010 -1.6122 0.6374
15 H 2.7576 -0.7669 -0.7136
16 H 1.0479 0.3031 1.2610
17 H 2.4297 -0.0618 2.2030
18 H 2.9233 1.4853 -0.6880
19 H -2.7636 -2.4675 -2.1906
20 H -1.3914 -1.5399 -2.8875
21 H -2.7450 -0.4903 -0.4650
22 H -1.7945 0.4356 -1.5676
23 H -3.3853 -0.1409 -2.0134
24 H -2.4631 -2.9494 2.9375
25 H -1.3694 -1.9893 3.2783
26 O -1.8813 -2.3251 2.5445
27 H -2.3400 0.4379 1.4682
28 H -2.5990 -1.0483 1.6564
29 O -2.8977 -0.2719 1.1289
30 H 1.3504 -0.3286 -2.1752
31 H 1.8979 0.4595 -3.4058
32 O 1.6304 0.5564 -2.4716
33 H -1.2020 1.8633 2.9252
34 H -0.8173 2.1766 1.4375
35 O -1.0972 1.4678 2.0365
36 H 0.1595 1.3458 -2.0887
37 H -0.5400 2.2163 -0.9778
38 O -0.7220 1.6044 -1.6794
39 H -0.5131 4.1748 0.1689
40 H 0.8079 3.4267 0.4690
41 O -0.1559 3.2960 0.3253

Cartesian forces, eV/Å:
C -1.1 1.0 1.3
N 0.0 -1.6 -0.3
C -0.1 0.3 0.2
C 0.1 -1.1 0.7
C -0.2 0.6 0.2
S 0.0 0.0 0.8
C -0.7 -1.2 1.1
N 0.1 0.7 -2.8
H 0.2 -0.2 -0.4
H 0.8 0.4 -1.8
H -0.3 0.6 0.5
H 0.1 0.0 -0.2
H 0.3 0.5 -0.4
H -0.2 0.0 0.2
H -0.1 0.3 -0.6
H 0.0 0.0 -0.3
H 0.2 0.1 -0.4
H -0.2 -0.2 -0.3
H 1.0 1.2 0.4
H 0.1 0.2 -0.3
H -0.4 0.2 1.0
H -0.9 -1.1 0.2
H 1.3 -0.4 0.9
H -0.9 -1.0 0.5
H 0.3 0.2 0.3
O 0.7 0.5 -0.5
H 0.3 0.6 0.2
H -0.3 0.3 -0.2
O -0.3 -0.9 0.1
H -0.1 -0.1 0.1
H -0.1 0.1 0.6
O 0.2 -0.1 -0.8
H 0.1 -0.2 -0.8
H 0.1 0.3 0.1
O -0.1 0.0 1.1
H -0.8 0.3 0.4
H 0.3 0.8 0.8
O 0.4 -1.3 -1.5
H -0.1 0.2 0.0
H -0.4 -0.4 -0.1
O 0.8 0.5 0.1

Summary:
Spin multiplicity   1
Highest occupied orbital energy   -11.8 eV
Charge   +1
Gap between HOMO and LUMO   9.5112 eV

***

5.
Here is a 8-piece molecular cluster, C5H27N2O8 overall in a non-equilibrium geometry from the Open Molecules 2025 dataset. Energies are from the ωB97M-V functional and the def2-TZVPD basis.

Geometry (Å):
1 C 2.5992 -0.6722 -0.8732
2 O 2.9548 0.6756 -0.8305
3 C 1.2192 -0.8534 -0.1717
4 C 0.9213 -2.3268 -0.0254
5 C -0.5376 -2.6825 0.0677
6 C -1.3870 -2.7544 1.0935
7 N -2.6585 -3.2902 0.9652
8 N 1.2040 -0.1656 1.1358
9 H 2.5047 -1.1001 -1.8710
10 H 3.3496 -1.1782 -0.2586
11 H 2.5257 1.2549 -1.4789
12 H 0.6029 -0.3188 -0.8843
13 H 1.5324 -2.7912 0.7606
14 H 1.2276 -2.9346 -0.8811
15 H -0.9580 -3.0155 -0.8714
16 H -1.2091 -2.5524 2.1456
17 H -3.1943 -3.3558 0.1171
18 H -3.2619 -3.2604 1.7540
19 H 1.7604 0.6985 1.0911
20 H 1.4944 -0.7457 1.9234
21 H 0.2341 0.0937 1.3428
22 H 0.0221 -0.4459 -4.0747
23 H 0.8410 -1.6367 -4.6631
24 O 0.8907 -0.7227 -4.3689
25 H -1.8372 1.3708 -0.8283
26 H -3.0007 1.5853 -1.9770
27 O -2.4178 1.9408 -1.3054
28 H -1.3738 4.6379 0.4866
29 H -1.7297 3.8893 -0.7589
30 O -1.1149 3.8751 -0.0436
31 H 1.4060 1.5662 -3.4964
32 H 0.3049 1.9699 -2.4586
33 O 0.9658 1.3094 -2.6780
34 H 0.0866 2.7769 0.6772
35 H 0.5909 3.4117 1.8942
36 O 0.7229 2.5974 1.3996
37 H -1.8951 1.6450 2.0229
38 H -2.2282 0.1854 1.9901
39 O -1.4653 0.7798 2.0225
40 H 0.1326 -0.3515 4.5766
41 H -0.2880 0.6521 3.4369
42 O 0.4633 0.2389 3.8954

Cartesian forces, eV/Å:
C -0.6 0.3 1.2
O 0.7 0.8 0.4
C 1.9 -0.7 -1.5
C -0.8 -0.9 0.2
C -0.2 0.2 0.2
C -0.6 -0.6 -0.1
N -0.4 0.1 0.2
N -0.5 0.0 -0.3
H 0.2 0.0 0.0
H 0.1 -0.2 -0.4
H -0.3 -0.7 -0.1
H -0.9 0.0 0.4
H -0.2 0.4 0.3
H 0.4 0.7 -0.3
H -0.1 0.0 -0.2
H 0.7 0.2 -0.1
H 0.6 0.1 -0.4
H -0.2 0.0 0.5
H -0.1 0.1 0.1
H 0.2 0.1 0.0
H 0.1 0.3 0.3
H -0.1 -0.2 0.0
H -0.2 0.1 -0.1
O 0.5 -0.1 -0.1
H 0.0 -1.2 0.0
H 0.4 -0.9 0.2
O -0.5 1.9 -0.3
H 0.2 0.0 0.1
H -0.8 -0.4 -1.0
O 0.4 0.6 0.9
H -0.2 0.0 -0.1
H 0.0 0.4 -0.2
O 0.0 0.0 0.4
H 0.4 -0.1 0.1
H 0.5 0.0 0.4
O -0.5 0.1 -0.3
H 0.4 0.3 -0.1
H 0.2 -0.2 0.0
O -0.9 0.0 -0.3
H -0.2 0.1 0.1
H 0.1 -0.3 0.4
O 0.4 0.0 -0.3

Summary:
Spin multiplicity   1
Highest occupied orbital energy   -11.1 eV
Charge   +1
Gap between HOMO and LUMO   8.2909 eV

***

spin multiplicity of number 1 (C5H26N2O10)?
1

***

Which of these has the highest spin multiplicity?
C5H26N2O8

***

Which value of spin multiplicity does entry 5 give?
1

***

Repeat the fifth record exactly.
Here is a 8-piece molecular cluster, C5H27N2O8 overall in a non-equilibrium geometry from the Open Molecules 2025 dataset. Energies are from the ωB97M-V functional and the def2-TZVPD basis.

Geometry (Å):
1 C 2.5992 -0.6722 -0.8732
2 O 2.9548 0.6756 -0.8305
3 C 1.2192 -0.8534 -0.1717
4 C 0.9213 -2.3268 -0.0254
5 C -0.5376 -2.6825 0.0677
6 C -1.3870 -2.7544 1.0935
7 N -2.6585 -3.2902 0.9652
8 N 1.2040 -0.1656 1.1358
9 H 2.5047 -1.1001 -1.8710
10 H 3.3496 -1.1782 -0.2586
11 H 2.5257 1.2549 -1.4789
12 H 0.6029 -0.3188 -0.8843
13 H 1.5324 -2.7912 0.7606
14 H 1.2276 -2.9346 -0.8811
15 H -0.9580 -3.0155 -0.8714
16 H -1.2091 -2.5524 2.1456
17 H -3.1943 -3.3558 0.1171
18 H -3.2619 -3.2604 1.7540
19 H 1.7604 0.6985 1.0911
20 H 1.4944 -0.7457 1.9234
21 H 0.2341 0.0937 1.3428
22 H 0.0221 -0.4459 -4.0747
23 H 0.8410 -1.6367 -4.6631
24 O 0.8907 -0.7227 -4.3689
25 H -1.8372 1.3708 -0.8283
26 H -3.0007 1.5853 -1.9770
27 O -2.4178 1.9408 -1.3054
28 H -1.3738 4.6379 0.4866
29 H -1.7297 3.8893 -0.7589
30 O -1.1149 3.8751 -0.0436
31 H 1.4060 1.5662 -3.4964
32 H 0.3049 1.9699 -2.4586
33 O 0.9658 1.3094 -2.6780
34 H 0.0866 2.7769 0.6772
35 H 0.5909 3.4117 1.8942
36 O 0.7229 2.5974 1.3996
37 H -1.8951 1.6450 2.0229
38 H -2.2282 0.1854 1.9901
39 O -1.4653 0.7798 2.0225
40 H 0.1326 -0.3515 4.5766
41 H -0.2880 0.6521 3.4369
42 O 0.4633 0.2389 3.8954

Cartesian forces, eV/Å:
C -0.6 0.3 1.2
O 0.7 0.8 0.4
C 1.9 -0.7 -1.5
C -0.8 -0.9 0.2
C -0.2 0.2 0.2
C -0.6 -0.6 -0.1
N -0.4 0.1 0.2
N -0.5 0.0 -0.3
H 0.2 0.0 0.0
H 0.1 -0.2 -0.4
H -0.3 -0.7 -0.1
H -0.9 0.0 0.4
H -0.2 0.4 0.3
H 0.4 0.7 -0.3
H -0.1 0.0 -0.2
H 0.7 0.2 -0.1
H 0.6 0.1 -0.4
H -0.2 0.0 0.5
H -0.1 0.1 0.1
H 0.2 0.1 0.0
H 0.1 0.3 0.3
H -0.1 -0.2 0.0
H -0.2 0.1 -0.1
O 0.5 -0.1 -0.1
H 0.0 -1.2 0.0
H 0.4 -0.9 0.2
O -0.5 1.9 -0.3
H 0.2 0.0 0.1
H -0.8 -0.4 -1.0
O 0.4 0.6 0.9
H -0.2 0.0 -0.1
H 0.0 0.4 -0.2
O 0.0 0.0 0.4
H 0.4 -0.1 0.1
H 0.5 0.0 0.4
O -0.5 0.1 -0.3
H 0.4 0.3 -0.1
H 0.2 -0.2 0.0
O -0.9 0.0 -0.3
H -0.2 0.1 0.1
H 0.1 -0.3 0.4
O 0.4 0.0 -0.3

Summary:
Spin multiplicity   1
Highest occupied orbital energy   -11.1 eV
Charge   +1
Gap between HOMO and LUMO   8.2909 eV